Entry 1:
Here is C58H56N7O2PPb as an isolated structure in a non-equilibrium geometry from the OMol25 dataset. Energies are from wB97M-V/def2-TZVPD.

Each line ends with the Mulliken charge.
Geometry (Å):
Pb 0.36150 0.29419 -0.21664  2.91
C 2.69413 -3.08162 -2.65175  -1.51
C 1.72696 -2.17506 -2.19570  -0.37
N 1.62089 -1.82535 -0.93348  1.12
C 2.40865 -2.40843 -0.01152  -0.54
C 3.34918 -3.40299 -0.36255  1.29
C 3.51016 -3.68313 -1.73768  -1.15
C 4.04270 -4.10148 0.65134  -1.15
C 3.71627 -3.88606 1.97216  -0.90
C 2.78921 -2.92037 2.33723  -1.09
C 2.17136 -2.09565 1.37971  0.14
N 1.28402 -1.12559 1.63322  1.62
C 0.57758 -1.21046 2.82452  -0.29
C 1.06542 -1.12191 4.11035  -0.11
C 0.27939 -1.52622 5.20265  -1.21
C -0.96666 -2.05946 5.01249  -0.75
C -1.54495 -2.06037 3.72374  1.31
C -2.85064 -2.52584 3.43945  -1.82
C -3.35982 -2.38055 2.18196  0.21
C -2.56426 -1.77667 1.18850  0.61
N -1.32867 -1.40359 1.40499  1.15
C -0.80186 -1.53923 2.64093  -1.54
H 2.77889 -3.28776 -3.70818  0.55
H 1.01078 -1.73692 -2.87805  0.60
H 4.26074 -4.39966 -2.04654  0.48
H 4.79679 -4.82567 0.37341  0.47
H 4.18847 -4.47448 2.74716  0.44
H 2.54267 -2.81289 3.38127  0.69
H 2.06712 -0.74883 4.28083  0.63
H 0.70618 -1.47001 6.19556  0.45
H -1.53413 -2.44773 5.84818  0.48
H -3.44067 -2.98388 4.22242  0.45
H -4.36589 -2.69175 1.94156  -0.18
H -2.92945 -1.60286 0.18108  -1.19
C -0.92536 -3.56990 -1.87103  -1.48
C -2.13899 -3.71646 -0.99717  1.34
C -2.44827 -4.94200 -0.43248  -0.58
C -3.57288 -5.09802 0.36290  -1.08
C -4.38976 -4.00659 0.60533  -0.03
C -4.09809 -2.74791 0.09627  -0.43
C -4.99609 -1.58939 0.41264  -1.02
C -2.96085 -2.58523 -0.73980  0.34
N -2.53368 -1.38587 -1.23405  0.28
C -3.20385 -0.42072 -1.82508  -0.23
O -4.39076 -0.46183 -2.21366  -0.84
C -2.39352 0.79490 -2.22390  0.43
C -3.11369 1.84612 -2.79187  -0.91
C -2.43659 2.89164 -3.39992  -0.97
C -1.05649 2.81315 -3.48055  -0.84
C -0.40881 1.75692 -2.84667  0.07
N -1.06229 0.79985 -2.19406  0.24
C 1.09388 1.66063 -3.02726  -0.17
O 1.62850 2.43287 -3.82396  -0.72
N 1.70989 0.72684 -2.28396  1.31
C 2.92256 0.22640 -2.79338  -1.27
C 3.01091 -0.15956 -4.15774  1.80
C 1.83376 -0.11939 -5.09260  -1.73
C 4.21785 -0.61003 -4.67644  -0.96
C 5.35197 -0.70740 -3.89130  -0.99
C 5.25682 -0.37753 -2.55247  -0.55
C 4.06666 0.06132 -1.98735  0.93
C 4.07893 0.39793 -0.52721  -1.21
H -0.86239 -4.39630 -2.58146  0.63
H -0.01506 -3.57604 -1.26341  0.14
H -0.97720 -2.62426 -2.40586  0.08
H -1.79150 -5.78726 -0.60809  0.46
H -3.81644 -6.06538 0.78308  0.42
H -5.27640 -4.13182 1.21744  0.45
H -5.81583 -1.90403 1.05991  0.24
H -5.40404 -1.16797 -0.50637  0.55
H -4.44039 -0.78650 0.91099  0.32
H -4.19117 1.78740 -2.77763  0.60
H -2.97142 3.72846 -3.83008  0.48
H -0.46328 3.53717 -4.01803  0.63
H 0.89290 -0.33891 -4.58344  0.14
H 1.97420 -0.83510 -5.90226  0.54
H 1.74474 0.87673 -5.52777  0.38
H 4.26598 -0.88346 -5.72392  0.47
H 6.29109 -1.04845 -4.30676  0.39
H 6.13524 -0.44024 -1.91964  0.45
H 4.37161 1.43775 -0.36891  0.53
H 3.09802 0.25571 -0.09205  -0.35
H 4.79122 -0.23624 0.00407  0.51
C 0.16308 6.31576 -1.61543  -0.86
N 1.23412 5.43937 -1.18803  -0.01
C 2.24895 5.27285 -2.21822  -1.11
C 0.76270 4.17411 -0.65531  1.59
C 1.69306 3.57364 0.38374  0.09
C 2.66161 4.41853 0.93577  -0.57
C 3.53547 3.98227 1.91485  -0.97
C 3.42827 2.68790 2.39310  -0.97
C 2.46060 1.84461 1.86719  0.03
C 1.62532 2.26633 0.84498  0.64
H 0.59557 7.24660 -1.98282  0.35
H -0.48360 6.54928 -0.76779  0.31
H -0.45439 5.88615 -2.41999  0.25
H 2.69957 6.24276 -2.43636  0.43
H 1.84723 4.85647 -3.14841  0.26
H 3.02235 4.59243 -1.86205  0.29
H 0.60637 3.43705 -1.44572  -0.48
H -0.20503 4.35480 -0.18156  -1.05
H 2.69846 5.42925 0.55355  0.45
H 4.29171 4.65111 2.30500  0.39
H 4.09895 2.31940 3.15918  0.46
H 2.39878 0.83461 2.25009  0.24
C -2.56134 3.63690 1.13997  -1.73
P -1.75860 2.12385 1.84892  1.47
C -0.65396 2.93078 3.08903  -1.46
C -3.15343 1.68247 2.96446  0.51
C -2.98024 1.41671 4.31829  -0.42
C -4.06197 1.07466 5.11730  -0.73
C -5.33633 0.99583 4.57807  -0.62
C -5.51967 1.24726 3.22605  -0.41
C -4.43714 1.57145 2.42643  -0.83
H -3.11361 4.17322 1.91101  0.51
H -3.24053 3.34071 0.34124  0.29
H -1.80283 4.29072 0.71446  0.42
H -1.20897 3.58856 3.75884  0.61
H 0.10082 3.49861 2.54746  0.27
H -0.13626 2.16365 3.66694  0.19
H -1.99574 1.46745 4.76321  0.24
H -3.90383 0.87761 6.17057  0.43
H -6.17627 0.72099 5.20229  0.39
H -6.51093 1.19714 2.79466  0.44
H -4.58889 1.74851 1.36817  0.13

Calculated values
* strongest force on any atom: 6.3 eV Å⁻¹
* energy: -3311.48474 a.u.
* frontier orbital gap (spin up / spin down): 5.24 / 4.47 eV
* net charge: 0

=====

Entry 2:
Here is C41H39Br2F5N3O8TaTe as an isolated structure from the OMol25 dataset. Energies are from wB97M-V/def2-TZVPD.

Each line ends with the Mulliken charge.
Geometry (Å):
Ta -0.65264 0.99228 -0.82898  2.10
O 2.86201 -0.72890 1.72481  -0.02
C 3.07406 -2.07329 1.53864  0.94
C 4.31987 -2.62516 1.81269  -0.81
C 4.54231 -3.97215 1.60243  -0.55
C 3.51879 -4.76814 1.10478  -0.90
C 2.28269 -4.20744 0.84337  -1.08
C 2.03019 -2.85308 1.06417  -0.26
C 0.62468 -2.38069 0.73004  0.49
O 0.38259 -0.94704 0.82173  1.25
N -0.31454 -3.16112 1.46221  0.01
N -1.58904 -3.17127 0.96855  -0.32
C -2.51268 -3.40713 1.80520  -0.17
C -3.92027 -3.48532 1.44161  -0.07
Br -4.40109 -2.92346 -0.30471  -0.09
C -4.88626 -3.87200 2.27867  -0.83
C -4.67233 -4.40943 3.63879  0.36
C -5.41936 -3.90829 4.70488  -0.45
C -5.23269 -4.39452 5.98828  -0.49
C -4.31010 -5.40482 6.22448  -0.43
C -3.58321 -5.93181 5.16820  -0.58
C -3.76576 -5.44131 3.88339  -0.29
H 3.43585 -0.38183 2.41768  0.14
H 5.11202 -1.98443 2.18325  0.48
H 5.51395 -4.39594 1.81838  0.42
H 3.68173 -5.82167 0.92373  0.41
H 1.47705 -4.82520 0.46775  0.53
H 0.43874 -2.55799 -0.33040  -0.53
H -0.23627 -3.05996 2.47277  0.45
H -2.29616 -3.53934 2.86597  0.54
H -5.91540 -3.77644 1.95288  0.42
H -6.13844 -3.11834 4.52449  0.43
H -5.80888 -3.98421 6.80725  0.37
H -4.16716 -5.78681 7.22681  0.38
H -2.87746 -6.73395 5.34169  0.38
H -3.21675 -5.87277 3.05608  0.54
C 3.89176 2.38308 0.32165  -1.79
C 3.04996 1.95689 -0.87473  2.42
C 3.78056 2.18500 -2.19648  -1.74
O 2.70496 0.59007 -0.80403  -0.34
C 1.78122 2.82472 -0.93354  -0.74
O 1.74485 3.97545 -0.60804  -0.49
O 0.72417 2.16354 -1.43001  0.10
H 4.80280 1.78250 0.35388  0.41
H 3.32790 2.24502 1.24720  0.33
H 4.16358 3.43326 0.24603  0.41
H 4.71677 1.62551 -2.18820  0.54
H 3.99438 3.24358 -2.34633  0.29
H 3.16584 1.83240 -3.02634  0.20
H 2.75289 0.27704 0.11175  -0.36
C 2.46092 5.60306 -3.23416  -1.98
C 1.19342 4.86350 -3.56777  1.37
C 1.23751 3.79381 -4.45688  -0.61
C 0.08343 3.11166 -4.80091  -1.06
C -1.13702 3.50572 -4.28155  -0.76
C -1.19279 4.55900 -3.37230  -0.06
N -2.42374 5.00386 -2.83761  0.11
C -3.62203 4.30504 -2.91546  -0.06
C -4.78933 4.94739 -3.32805  -0.72
C -5.98439 4.25751 -3.42866  -0.64
C -6.04234 2.89485 -3.16156  -0.79
C -4.89402 2.24280 -2.75209  -0.66
C -3.70348 2.94511 -2.59015  0.76
C -2.56973 2.23301 -1.98461  1.07
O -1.90926 2.71836 -1.01193  -0.73
O -2.20176 1.08467 -2.37175  -0.66
C -0.02515 5.23032 -2.98850  1.49
C -0.11485 6.32321 -1.96046  -2.26
H 3.29451 5.21679 -3.82067  0.43
H 2.71071 5.50075 -2.17674  0.38
H 2.36822 6.66925 -3.44955  0.41
H 2.18813 3.50296 -4.88922  0.42
H 0.12448 2.28345 -5.49729  0.45
H -2.04326 3.00573 -4.59642  0.52
H -2.52868 6.00448 -2.79828  0.38
H -4.74164 5.99732 -3.59255  0.42
H -6.87418 4.78490 -3.74722  0.39
H -6.97194 2.35276 -3.26399  0.43
H -4.90921 1.18628 -2.51534  0.54
H -0.79266 6.02813 -1.15822  0.41
H -0.48799 7.26081 -2.38881  0.38
H 0.85364 6.53111 -1.51427  0.46
Br 0.48927 -4.76335 -4.33438  -0.20
C 0.18199 -3.13077 -3.41777  -0.04
C -1.01021 -2.94723 -2.73782  -0.32
C -1.21608 -1.75566 -2.06199  -0.56
C -0.24385 -0.74810 -2.03281  -0.09
C 0.93751 -0.96358 -2.74957  0.21
C 1.15696 -2.14801 -3.44039  -0.71
H -1.76247 -3.72398 -2.72242  0.49
H -2.14352 -1.63078 -1.51804  0.10
H 1.71566 -0.21475 -2.75122  0.21
H 2.07825 -2.30839 -3.98363  0.48
F -1.53730 -0.66378 2.50140  -0.37
Te 0.12549 0.17310 2.38902  1.53
F -2.12709 0.25324 0.08545  -0.75
F 1.68456 1.00748 3.02378  -0.47
F 0.68975 -1.15594 3.57060  -0.46
F -0.67860 1.26849 3.64174  -0.33
O 0.11442 1.43959 1.03191  -0.59

Calculated values
* strongest force on any atom: 0.9 eV Å⁻¹
* energy relative to the best compared isomer or geometry (same formula, charge and spin): 57.8 kcal per mole
* energy: -8324.53934 a.u.
* frontier orbital gap: 6.92 eV
* net charge: 0

=====

Entry 3:
Here is one molecule with the formula C4H9N3S in a non-equilibrium geometry from the OMol25 dataset. Energies are from wB97M-V/def2-TZVPD.

Each line ends with the natural charge from an NBO analysis.
Geometry (Å):
C 2.63534 0.02575 -0.24652  -0.67
C 1.23212 0.11908 0.50949  -0.32
C 0.30281 1.45499 0.58283  -0.22
N -0.44655 1.66745 -0.49943  -0.44
N -1.65784 0.91568 -0.37182  -0.34
C -1.90842 -0.27672 -0.14155  0.21
N -1.27471 -1.18172 0.62387  -0.74
S 0.30940 -1.35256 -0.29288  0.30
H 2.41782 -0.18733 -1.50964  0.22
H 3.18874 -0.99781 0.05700  0.25
H 2.97967 1.13693 -0.06962  0.24
H 1.32457 0.05237 1.60256  0.21
H -0.31485 1.47324 1.54634  0.17
H 0.93376 2.35995 0.60240  0.19
H -0.69523 2.67766 -0.41032  0.36
H -2.93271 -0.47210 -0.38274  0.17
H -1.76946 -2.15044 0.75625  0.40

Calculated values
* strongest force on any atom: 5.4 eV Å⁻¹
* energy relative to the best compared isomer or geometry (same formula, charge and spin): 118.2 kcal per mole
* energy: -720.08499 a.u.
* structure (SMILES): C[C@H]1CNN=CNS1
* frontier orbital gap: 9.17 eV
* net charge: 0

=====

Copy entry 3 word for word.
Here is one molecule with the formula C4H9N3S in a non-equilibrium geometry from the OMol25 dataset. Energies are from wB97M-V/def2-TZVPD.

Each line ends with the natural charge from an NBO analysis.
Geometry (Å):
C 2.63534 0.02575 -0.24652  -0.67
C 1.23212 0.11908 0.50949  -0.32
C 0.30281 1.45499 0.58283  -0.22
N -0.44655 1.66745 -0.49943  -0.44
N -1.65784 0.91568 -0.37182  -0.34
C -1.90842 -0.27672 -0.14155  0.21
N -1.27471 -1.18172 0.62387  -0.74
S 0.30940 -1.35256 -0.29288  0.30
H 2.41782 -0.18733 -1.50964  0.22
H 3.18874 -0.99781 0.05700  0.25
H 2.97967 1.13693 -0.06962  0.24
H 1.32457 0.05237 1.60256  0.21
H -0.31485 1.47324 1.54634  0.17
H 0.93376 2.35995 0.60240  0.19
H -0.69523 2.67766 -0.41032  0.36
H -2.93271 -0.47210 -0.38274  0.17
H -1.76946 -2.15044 0.75625  0.40

Calculated values
* strongest force on any atom: 5.4 eV Å⁻¹
* energy relative to the best compared isomer or geometry (same formula, charge and spin): 118.2 kcal per mole
* energy: -720.08499 a.u.
* structure (SMILES): C[C@H]1CNN=CNS1
* frontier orbital gap: 9.17 eV
* net charge: 0

=====

Look up the net charge of the second one.
0

=====

Which of these has the lowest energy?
C41H39Br2F5N3O8TaTe